ORCA calculation (ωB97M-V/def2-TZVPD) on CH37CuO18 as an isolated structure in a non-equilibrium geometry.

The maximum force comes out at 0.0995 hartree/bohr. The value obtained for the total energy is -3054.996733 Ha. Its multiplicity is 1. The HOMO energy comes out at -7.61 eV.

Geometry as XYZ:
```
57
CH37CuO18 | OMol25 | ωB97M-V/def2-TZVPD
H 2.54011 -0.02215 1.26532
H -2.30527 0.07442 0.46581
H -0.23338 2.82724 -2.42707
H -2.13130 1.81257 -0.60550
H -1.46348 -3.47969 -1.24606
O -0.31939 1.49513 2.88194
O 0.46738 2.27075 -2.73009
H -2.22094 -1.28320 4.18807
O -2.15093 1.06569 -3.45130
H 1.35413 -3.55251 0.80481
H 1.13418 2.39618 -2.08629
H -1.56981 1.67757 -3.03832
C -0.17674 0.10088 -0.01267
O -0.61499 -3.26367 -1.53861
O -0.89209 -0.54893 0.99654
H -3.10498 -2.71982 0.95631
O -1.78173 2.56117 -1.04498
H -1.27658 -0.90005 -3.22659
H 0.97288 -0.77704 -3.05111
H 1.31155 2.18672 2.57297
O -2.19003 -2.90939 0.75385
O 0.73148 3.65032 -0.20782
H -2.29809 -0.77663 2.70844
H 0.83342 -0.34128 -0.15432
O 2.15681 -0.39571 2.03552
O 3.09164 -1.95156 -1.17320
O 1.67095 -0.15545 -3.12576
H 0.12586 -1.54510 3.98918
H 2.78560 -1.10536 2.23428
O -3.12248 0.53457 0.16366
H 3.68308 -1.38586 -0.62836
H -0.77822 0.07632 -0.97834
O 2.12411 2.66524 2.45001
H 0.15568 -3.01579 3.55285
H -0.73148 2.35971 2.66037
O 1.02803 -2.76736 0.43147
H 1.72821 -2.38172 -0.08835
H -1.76776 -2.05373 1.05178
H -2.48811 3.19317 -0.89203
O 0.11793 -2.13280 3.19540
H -0.57623 0.89478 2.18159
H 0.06542 2.92084 -0.37133
H -3.11589 1.31995 -3.30962
H 2.17846 2.77879 1.47361
H 1.30584 0.74011 -3.06277
O -0.60882 -1.47300 -3.55463
H 2.54541 0.72703 -0.91624
O -2.66608 -0.69368 3.61043
H 3.14329 -1.50408 -2.02695
H -0.05348 -2.96411 -0.78337
H 0.37560 4.01366 0.60049
O 2.76704 1.55300 -0.56235
Cu 0.52888 -1.41978 1.61533
H 0.07676 1.11649 0.36420
H -0.59781 -2.20427 -2.92093
H -3.35194 0.96480 0.98840
H 3.58835 1.74660 -0.97765
```